[1]
DFT (ωB97M-V/def2-TZVPD) results for C34H45CaN7OPSTe as an isolated structure in a non-equilibrium geometry.

Summary:
* gap between HOMO and LUMO: 0.243 Eh
* net charge: +1
* E_HOMO: -8.78 eV
* spin multiplicity: 1

Each line ends with the Löwdin charge.
Geometry (Å):
Ca: -0.8669 0.0859 0.7699  1.011
C: -2.8060 -2.9058 0.5592  -0.120
N: -3.0764 -1.4771 0.7288  -0.200
C: -3.9284 -1.0065 -0.3713  -0.140
C: -4.0774 0.4921 -0.3938  -0.300
C: -5.2966 1.1073 -0.1569  -0.010
C: -5.3783 2.4893 -0.2434  -0.031
C: -4.2406 3.2056 -0.5715  -0.043
C: -3.0626 2.5085 -0.7808  -0.164
N: -2.9730 1.1818 -0.6938  0.060
C: -3.7253 -1.1845 2.0221  -0.126
C: -2.9060 -1.6069 3.2119  -0.288
C: -3.3102 -2.6378 4.0483  -0.015
C: -2.5138 -2.9708 5.1331  -0.044
C: -1.3449 -2.2603 5.3497  -0.042
C: -1.0225 -1.2439 4.4634  -0.131
N: -1.7820 -0.9223 3.4226  0.045
C: -1.5517 -3.3880 1.2518  -0.268
C: -1.4638 -4.6904 1.7306  -0.010
C: -0.2653 -5.1337 2.2619  -0.040
C: 0.8066 -4.2551 2.3219  -0.043
C: 0.6171 -2.9683 1.8529  -0.138
N: -0.5239 -2.5456 1.3098  0.061
H: -2.6596 -3.0973 -0.5074  0.136
H: -3.6596 -3.5212 0.8763  0.137
H: -4.9201 -1.4780 -0.3335  0.134
H: -3.4462 -1.2971 -1.3066  0.129
H: -6.1685 0.5156 0.0893  0.119
H: -6.3180 2.9965 -0.0695  0.118
H: -4.2531 4.2832 -0.6478  0.109
H: -2.1512 3.0387 -1.0313  0.097
H: -4.7164 -1.6586 2.0757  0.135
H: -3.8572 -0.1010 2.0808  0.103
H: -4.2328 -3.1712 3.8574  0.119
H: -2.8105 -3.7676 5.8027  0.115
H: -0.7013 -2.4831 6.1891  0.110
H: -0.1304 -0.6419 4.6024  0.113
H: -2.3251 -5.3445 1.6898  0.121
H: -0.1697 -6.1479 2.6267  0.116
H: 1.7602 -4.5588 2.7302  0.111
H: 1.4169 -2.2364 1.9106  0.105
Te: -1.5285 2.2560 2.5238  0.655
C: -0.8140 3.7760 1.2607  -1.075
C: 0.2896 3.7588 0.4538  -0.307
C: 0.4970 4.9734 -0.2599  -0.209
C: -0.4522 5.9047 0.0146  -0.419
S: -1.5965 5.3067 1.1529  0.917
H: 0.9394 2.8953 0.3815  0.053
H: 1.3320 5.1425 -0.9274  0.096
H: -0.5477 6.9100 -0.3644  0.063
O: 0.6316 -0.3275 -0.6164  -0.495
P: 1.7839 0.1418 -1.4509  0.576
N: 1.4352 0.9984 -2.8220  -0.174
C: 1.4708 0.4394 -4.1891  -0.179
C: 0.2329 1.0159 -4.8961  -0.155
C: -0.6948 1.4143 -3.7463  -0.165
C: 0.3013 1.9416 -2.7215  -0.193
N: 2.6537 1.2405 -0.5677  -0.185
C: 2.9474 1.1159 0.8668  -0.199
C: 3.6399 2.4354 1.1816  -0.154
C: 4.5147 2.6226 -0.0609  -0.152
C: 3.5875 2.1987 -1.2015  -0.176
N: 2.6168 -1.1977 -1.9680  -0.182
C: 2.8329 -2.2587 -0.9516  -0.182
C: 4.2981 -2.6928 -1.1163  -0.155
C: 4.9533 -1.5131 -1.8416  -0.159
C: 3.8365 -1.0831 -2.7833  -0.201
H: 1.4376 -0.6504 -4.1604  0.110
H: 2.3872 0.7412 -4.7005  0.112
H: -0.2046 0.2887 -5.5772  0.113
H: 0.4995 1.9047 -5.4689  0.114
H: -1.2024 0.5371 -3.3366  0.110
H: -1.4415 2.1526 -4.0336  0.116
H: -0.1012 1.9657 -1.7109  0.076
H: 0.6285 2.9496 -2.9945  0.126
H: 3.6376 0.2852 1.0638  0.115
H: 2.0308 0.9660 1.4439  0.094
H: 4.2055 2.4057 2.1104  0.120
H: 2.9017 3.2373 1.2392  0.103
H: 5.3754 1.9526 -0.0045  0.111
H: 4.8734 3.6423 -0.1825  0.116
H: 4.1367 1.7565 -2.0323  0.100
H: 3.0253 3.0523 -1.5891  0.108
H: 2.1359 -3.0829 -1.1098  0.118
H: 2.6545 -1.8642 0.0511  0.077
H: 4.3587 -3.5824 -1.7442  0.114
H: 4.7676 -2.9196 -0.1609  0.111
H: 5.8642 -1.7874 -2.3706  0.117
H: 5.1805 -0.7076 -1.1377  0.105
H: 3.7686 -1.7822 -3.6227  0.126
H: 3.9539 -0.0783 -3.1831  0.094

---

[2]
DFT (ωB97M-V/def2-TZVPD) results for a 16-piece molecular cluster, C72H188N12O28 overall in a non-equilibrium geometry.

Summary:
* gap between HOMO and LUMO: 0.318 Eh
* net charge: 0
* E_HOMO: -8.26 eV
* spin multiplicity: 1

Each line ends with the Löwdin charge.
Geometry (Å):
C: 1.0919 -2.7614 -5.1569  -0.152
O: -0.1059 -3.1466 -5.6795  -0.200
C: -0.9005 -2.0044 -6.0814  -0.173
C: -2.3207 -2.4753 -6.2658  -0.205
N: -2.7625 -3.3135 -5.1682  -0.067
C: -4.0430 -3.9247 -5.5180  -0.234
C: -4.4490 -5.0750 -4.6742  -0.235
O: -3.5134 -6.1233 -4.6026  -0.222
C: -3.3424 -7.1075 -5.6765  -0.066
H: 1.7235 -3.6655 -4.8579  0.111
H: 0.9086 -2.1988 -4.2249  0.063
H: 1.6609 -2.1215 -5.8315  0.087
H: -0.4647 -1.6560 -7.0160  0.128
H: -0.8319 -1.2541 -5.3014  0.099
H: -2.3744 -3.0811 -7.1711  0.116
H: -2.9300 -1.5821 -6.4264  0.128
H: -2.0976 -4.0982 -5.0836  0.122
H: -4.0797 -4.2162 -6.5741  0.112
H: -4.7915 -3.0853 -5.3887  0.135
H: -5.5086 -5.4533 -5.0859  0.164
H: -4.5608 -4.8585 -3.6136  0.110
H: -4.1618 -7.8669 -5.6292  0.088
H: -2.4128 -7.7386 -5.4665  0.093
H: -3.3288 -6.7035 -6.6724  0.066
C: 2.4398 -4.4737 -0.4679  -0.067
O: 2.8015 -3.8239 0.7686  -0.223
C: 2.1721 -2.5642 1.0482  -0.205
C: 2.6855 -2.0659 2.3949  -0.172
N: 2.0372 -2.6992 3.5693  -0.039
C: 2.3000 -4.1726 3.7134  -0.182
C: 3.7342 -4.5250 3.9965  -0.184
O: 4.2882 -3.4921 4.8735  -0.224
C: 5.5033 -3.8026 5.4884  -0.122
H: 1.3616 -4.3717 -0.6310  0.071
H: 2.7197 -5.5122 -0.3290  0.091
H: 2.8535 -4.0607 -1.3674  0.072
H: 1.0126 -2.6225 1.0544  0.141
H: 2.3690 -1.8512 0.2553  0.109
H: 2.3598 -1.0417 2.4161  0.088
H: 3.8302 -2.1922 2.3891  0.132
H: 2.3963 -2.3386 4.4141  0.089
H: 2.0037 -4.7922 2.8118  0.127
H: 1.6462 -4.4796 4.5284  0.104
H: 4.3310 -4.5312 3.0598  0.120
H: 3.9179 -5.4675 4.5370  0.122
H: 6.2336 -3.6851 4.7186  0.069
H: 5.5836 -4.8144 5.9359  0.094
H: 5.6613 -3.0803 6.2780  0.086
C: -5.1773 -4.8505 3.1303  -0.102
O: -3.9650 -5.1190 3.7848  -0.190
C: -2.8795 -4.9688 2.9425  -0.279
C: -1.5454 -4.9737 3.6773  -0.161
N: -1.2426 -3.8279 4.6668  -0.036
C: -2.2657 -3.6254 5.7144  -0.188
C: -2.0161 -2.2372 6.3689  -0.172
O: -3.2291 -1.7649 7.0062  -0.202
C: -3.3345 -2.2986 8.2721  -0.151
H: -5.9817 -4.6390 3.8733  0.106
H: -5.4376 -5.6889 2.4448  0.101
H: -5.0573 -4.0157 2.4382  0.042
H: -2.9185 -3.9900 2.3499  0.130
H: -2.7331 -5.8029 2.1839  0.135
H: -0.7273 -4.9659 2.8552  0.130
H: -1.4853 -5.8761 4.2824  0.107
H: -1.2594 -2.9681 4.1486  0.034
H: -2.4035 -4.4227 6.4412  0.114
H: -3.2654 -3.4674 5.2164  0.116
H: -1.8231 -1.4711 5.6652  0.089
H: -1.2513 -2.3001 7.1675  0.123
H: -2.4388 -1.9479 8.8377  0.097
H: -3.3663 -3.3586 8.3717  0.075
H: -4.1769 -1.8080 8.6936  0.079
C: 2.1323 0.9391 -2.5054  -0.101
O: 1.4910 2.1628 -2.6527  -0.230
C: 0.9649 2.4428 -3.9953  -0.153
C: -0.0906 3.5554 -3.8889  -0.206
N: -1.1339 3.2508 -2.9474  -0.059
C: -1.9809 4.3567 -2.5638  -0.225
C: -3.1816 3.8960 -1.8624  -0.258
O: -2.9609 3.3603 -0.5499  -0.186
C: -4.2526 3.1690 0.0565  -0.063
H: 3.0912 0.8945 -3.0600  0.086
H: 1.3941 0.2208 -2.8616  0.064
H: 2.2693 0.6620 -1.4431  0.085
H: 0.5310 1.4815 -4.3512  0.118
H: 1.7820 2.7239 -4.6582  0.116
H: -0.4259 3.8020 -4.9085  0.127
H: 0.5091 4.4039 -3.4801  0.108
H: -0.6517 2.9454 -2.1110  0.088
H: -2.3733 4.9337 -3.4587  0.148
H: -1.3875 5.0724 -1.9239  0.132
H: -3.6055 3.1070 -2.4756  0.111
H: -3.9718 4.6639 -1.8721  0.125
H: -4.7384 4.1381 0.0850  0.087
H: -3.9693 2.7933 1.0653  0.079
H: -4.8565 2.4792 -0.4955  0.061
C: -7.1757 0.7047 -1.1221  -0.084
O: -6.6345 0.3912 0.1303  -0.211
C: -7.0548 -0.8205 0.8024  -0.202
C: -6.3512 -0.8917 2.0886  -0.192
N: -4.8779 -0.9226 1.8486  -0.029
C: -4.1150 -0.7049 3.0418  -0.219
C: -4.1144 0.6726 3.7411  -0.191
O: -3.4202 1.6398 2.9429  -0.232
C: -3.3182 2.9510 3.6076  -0.086
H: -6.7287 1.6219 -1.3772  0.063
H: -8.2316 0.7921 -1.0976  0.072
H: -6.9448 -0.1520 -1.7701  0.094
H: -6.6935 -1.6201 0.1754  0.091
H: -8.1274 -0.8476 0.8143  0.123
H: -6.5085 -1.8690 2.5197  0.106
H: -6.7670 -0.1266 2.8225  0.138
H: -4.6792 -0.1457 1.1977  0.099
H: -3.1149 -1.1069 2.8793  0.103
H: -4.4726 -1.3016 3.8321  0.096
H: -3.7425 0.5069 4.7732  0.123
H: -5.1556 1.0254 3.8926  0.118
H: -3.1402 2.8338 4.7240  0.106
H: -4.2588 3.5463 3.4183  0.106
H: -2.4571 3.4552 3.2262  0.031
C: 5.3749 2.6543 3.5624  -0.138
O: 4.9394 3.7045 2.7242  -0.214
C: 4.7214 4.9122 3.4678  -0.189
C: 3.5083 4.7105 4.4058  -0.245
N: 3.1039 6.0572 4.6943  -0.059
C: 2.0757 6.1556 5.7603  -0.179
C: 0.8031 5.3726 5.4631  -0.194
O: -0.0346 6.1889 4.6345  -0.192
C: -1.0965 5.5293 4.0794  -0.169
H: 4.5989 2.2882 4.2325  0.083
H: 6.2303 2.8727 4.2161  0.093
H: 5.6922 1.8943 2.9001  0.057
H: 4.5094 5.6802 2.7489  0.105
H: 5.5744 5.1671 4.1439  0.131
H: 3.8262 4.1153 5.2657  0.120
H: 2.7992 4.0768 3.8315  0.109
H: 2.7727 6.4794 3.8113  0.071
H: 1.8810 7.2406 5.9698  0.123
H: 2.5330 5.7284 6.6757  0.119
H: 0.2029 5.2572 6.3303  0.102
H: 0.9808 4.2835 4.9953  0.157
H: -1.5098 6.0906 3.2911  0.069
H: -1.9366 5.1705 4.7003  0.090
H: -0.7340 4.6673 3.4448  0.087
C: -11.9091 -1.1945 -1.6406  -0.131
O: -10.5906 -1.3919 -2.0576  -0.204
C: -10.5325 -2.3480 -3.0552  -0.300
C: -9.1380 -2.8700 -3.2705  -0.200
N: -8.6887 -3.5166 -1.9763  -0.038
C: -7.2288 -3.7855 -2.0316  -0.235
C: -6.8070 -4.4858 -0.7533  -0.241
O: -5.4510 -4.8867 -0.7912  -0.188
C: -4.5950 -3.8151 -0.4609  -0.127
H: -12.3017 -2.1366 -1.1599  0.099
H: -12.5850 -0.8141 -2.4929  0.111
H: -11.8452 -0.4319 -0.7913  0.104
H: -10.9586 -2.0215 -4.0400  0.133
H: -11.1550 -3.2278 -2.8330  0.120
H: -8.5042 -1.9840 -3.5253  0.121
H: -9.0442 -3.5440 -4.1261  0.119
H: -8.7788 -2.7057 -1.2688  0.123
H: -6.5744 -2.9407 -2.2167  0.101
H: -7.0593 -4.5868 -2.7691  0.119
H: -7.4079 -5.4166 -0.6644  0.135
H: -6.9745 -3.7915 0.1042  0.111
H: -4.7938 -3.2822 0.5543  0.085
H: -4.5968 -3.0858 -1.2526  0.060
H: -3.6009 -4.2469 -0.4314  0.078
C: 3.3281 1.3277 1.3852  -0.137
O: 2.0484 1.1210 0.8821  -0.235
C: 1.0568 1.8362 1.7269  -0.162
C: -0.2645 1.6432 1.0940  -0.171
N: -0.4911 0.2218 0.8138  -0.034
C: -1.7331 0.0061 0.1351  -0.216
C: -1.7494 -1.3744 -0.3861  -0.197
O: -0.6973 -1.4323 -1.3254  -0.183
C: -1.1529 -1.2516 -2.5728  -0.151
H: 3.6736 2.2612 0.8968  0.093
H: 4.0187 0.5586 0.9101  0.108
H: 3.3975 1.2557 2.4639  0.075
H: 1.3942 2.8962 1.7587  0.115
H: 1.0409 1.5082 2.7738  0.101
H: -0.3081 2.1520 0.1749  0.085
H: -1.0290 2.0659 1.7732  0.127
H: 0.2714 -0.1889 0.2775  0.107
H: -1.8297 0.7343 -0.7132  0.125
H: -2.6033 0.2360 0.7111  0.095
H: -2.7351 -1.6387 -0.8475  0.125
H: -1.5624 -2.0506 0.5191  0.142
H: -0.2858 -1.2348 -3.1758  0.032
H: -1.6607 -0.2482 -2.5900  0.107
H: -1.8056 -2.0697 -2.9204  0.094
C: -0.8975 -6.4261 -1.2641  -0.068
O: 0.1294 -7.0915 -2.0585  -0.197
C: -0.0136 -6.8094 -3.4600  -0.215
C: 0.8020 -7.8130 -4.2951  -0.200
N: 0.2445 -9.1347 -4.0093  -0.059
C: 0.9175 -10.2707 -4.6612  -0.217
C: 0.4147 -11.5359 -3.9751  -0.226
O: 0.6808 -11.7075 -2.5924  -0.199
C: 2.0357 -11.9056 -2.2294  -0.116
H: -0.9616 -6.9703 -0.3660  0.072
H: -1.8559 -6.5269 -1.7753  0.084
H: -0.8143 -5.3908 -1.0891  0.054
H: 0.3765 -5.7967 -3.6127  0.109
H: -1.1015 -6.7659 -3.6944  0.102
H: 1.8588 -7.7458 -3.9702  0.117
H: 0.7461 -7.5193 -5.3776  0.130
H: 0.2057 -9.2677 -3.0102  0.099
H: 2.0054 -10.2115 -4.7356  0.104
H: 0.6142 -10.2759 -5.7041  0.112
H: 0.8434 -12.4165 -4.5707  0.140
H: -0.6367 -11.5310 -4.0191  0.104
H: 2.4796 -12.8407 -2.6450  0.088
H: 1.9972 -12.0303 -1.1405  0.088
H: 2.7047 -11.0677 -2.5884  0.096
C: 5.5232 10.6656 1.5090  -0.113
O: 4.2391 10.1250 1.7443  -0.233
C: 4.0456 9.6651 3.0853  -0.195
C: 2.6289 9.0324 3.1024  -0.187
N: 2.6174 7.9350 2.1410  -0.060
C: 1.3090 7.6537 1.6605  -0.208
C: 1.1485 6.1733 1.2343  -0.197
O: 1.7989 6.0092 -0.0520  -0.201
C: 1.5060 4.7364 -0.7127  -0.066
H: 6.2404 9.8244 1.5995  0.091
H: 5.7806 11.4109 2.2669  0.080
H: 5.5610 11.1354 0.4909  0.102
H: 3.9648 10.5837 3.6423  0.108
H: 4.9291 9.0873 3.4775  0.140
H: 1.9204 9.8323 2.8188  0.128
H: 2.4489 8.7663 4.1107  0.086
H: 3.2311 8.2548 1.4118  0.105
H: 1.0087 8.2265 0.7481  0.134
H: 0.5495 7.8252 2.4852  0.131
H: 0.0889 5.9958 1.1411  0.106
H: 1.5933 5.5492 1.9662  0.091
H: 1.8018 4.9047 -1.7658  0.062
H: 0.4340 4.4291 -0.5917  0.084
H: 2.1051 3.9520 -0.3088  0.063
C: 5.4511 2.7133 -4.2142  -0.116
O: 5.2550 4.0559 -3.9500  -0.172
C: 4.5578 4.3133 -2.7874  -0.242
C: 4.2559 5.7905 -2.6526  -0.267
N: 3.2732 6.1793 -3.5338  -0.088
C: 3.0912 7.5914 -3.6149  -0.212
C: 2.4403 7.9589 -4.9063  -0.212
O: 3.4399 7.7683 -5.9191  -0.211
C: 3.5749 8.9112 -6.7299  -0.127
H: 4.5577 2.1468 -4.3870  0.060
H: 5.8379 2.2419 -3.3065  0.090
H: 6.1895 2.5917 -4.9925  0.092
H: 5.2381 4.1526 -1.9292  0.122
H: 3.6529 3.6464 -2.7354  0.125
H: 5.2426 6.2329 -2.9204  0.131
H: 4.1024 6.0752 -1.5818  0.134
H: 3.4970 5.7619 -4.4658  0.142
H: 4.1016 8.0721 -3.6755  0.137
H: 2.4411 7.7536 -2.6979  0.147
H: 2.1671 9.0281 -4.9038  0.120
H: 1.6506 7.3280 -5.1867  0.106
H: 4.3876 8.7429 -7.3977  0.070
H: 3.6513 9.8940 -6.1986  0.098
H: 2.6406 8.9243 -7.3755  0.103
C: 6.3579 -2.3036 -0.0642  -0.091
O: 7.1765 -1.3715 0.5767  -0.184
C: 7.3517 -1.6184 1.9156  -0.233
C: 8.3654 -0.5747 2.4192  -0.216
N: 7.9790 0.7572 2.1738  -0.053
C: 8.9843 1.6997 2.5849  -0.206
C: 8.6956 3.1308 2.2178  -0.228
O: 8.3130 3.0469 0.8925  -0.191
C: 7.6844 4.1851 0.4230  -0.114
H: 6.8223 -3.2332 -0.1193  0.066
H: 6.1089 -1.9537 -1.1025  0.115
H: 5.4825 -2.4370 0.5080  0.054
H: 7.7703 -2.6497 2.0277  0.133
H: 6.4175 -1.6065 2.4570  0.109
H: 9.3909 -0.7009 2.1018  0.110
H: 8.3598 -0.6982 3.5313  0.131
H: 7.7115 0.8751 1.2419  0.091
H: 9.9756 1.4141 2.1523  0.126
H: 9.2381 1.6881 3.6264  0.112
H: 9.5633 3.7661 2.2992  0.127
H: 7.8882 3.5010 2.7663  0.084
H: 8.1745 5.1286 0.7603  0.098
H: 6.6411 4.2381 0.8070  0.086
H: 7.6910 4.0772 -0.6724  0.091
O: -4.2299 -1.2022 -3.7098  -0.055
H: -3.6994 -0.4511 -3.8737  -0.036
H: -3.6919 -1.9293 -4.0359  -0.025
O: -0.4792 -1.1480 3.2970  -0.127
H: -0.2466 -0.7526 2.4302  0.011
H: 0.2167 -1.8662 3.5122  0.056
O: 0.0875 0.9822 4.8568  -0.053
H: -0.1016 0.1242 4.4577  -0.024
H: -0.7213 1.4218 4.7435  -0.014
O: -2.8010 1.2977 -4.8789  -0.087
H: -2.5937 1.9214 -4.1496  0.011
H: -3.0135 1.7970 -5.7121  0.071